(1)
{
  "formula": "C3H5N5",
  "method": "the ωB97M-V functional and the def2-TZVPD basis",
  "elements": ["N", "N", "N", "N", "N", "C", "C", "C", "H", "H", "H", "H", "H"],
  "xyz": [[0.661, -1.573, -0.045], [-0.554, 0.350, -0.157], [-1.591, -1.558, 0.238], [-2.464, -0.546, 0.003], [-1.831, 0.729, -0.010], [1.631, -0.441, -0.109], [0.661, 0.878, 0.294], [-0.447, -0.960, 0.086], [2.625, -0.509, 0.428], [0.735, 1.044, 1.466], [-2.427, 1.295, -0.780], [1.814, -0.582, -1.253], [1.188, 1.874, -0.161]],
  "forces_ev_per_angstrom": [[1.4656, 0.8234, 2.5215], [1.8555, 2.3963, -1.4199], [-7.0801, 3.3436, -1.3910], [0.5631, -1.9625, 1.8538], [-3.9109, -1.4220, -1.0243], [-0.9396, 0.1573, -2.1413], [5.4193, 2.2107, 1.2059], [3.7350, -2.7955, -1.1718], [-1.5436, -0.0600, -0.3363], [-0.4363, -0.4757, -2.0912], [2.4529, -1.4356, 1.8017], [0.4114, 1.5611, 1.5893], [-1.9921, -2.3410, 0.6037]],
  "nbo_charge": [-0.455, -0.307, -0.168, 0.019, -0.247, -0.249, -0.255, 0.415, 0.221, 0.188, 0.412, 0.202, 0.224],
  "gap_ev": 7.8,
  "smiles": "C1CN2NN=NC2=N1",
  "de_lowest_kj_mol": 564.4,
  "e_tot_ev": -10637.0244,
  "homo_energy_ha": -0.3053
}

(2)
{
  "formula": "C7H10F3N3S2",
  "method": "the ωB97M-V functional and the def2-TZVPD basis",
  "elements": ["S", "S", "F", "F", "F", "N", "N", "N", "C", "C", "C", "C", "C", "C", "C", "H", "H", "H", "H", "H", "H", "H", "H", "H", "H"],
  "xyz": [[0.627, -2.542, -0.527], [-2.175, -3.084, 0.306], [4.069, 1.500, -0.602], [4.707, -0.508, -0.100], [3.768, 0.635, 1.330], [-0.568, 0.704, 0.668], [-1.423, -0.290, 0.489], [-2.542, 0.057, -0.013], [-3.555, 2.189, -0.601], [-1.224, 1.803, 0.297], [2.330, -0.177, -0.530], [3.703, 0.386, 0.023], [1.970, -1.498, 0.179], [-2.515, 1.376, -0.045], [-0.731, -2.193, 0.468], [2.634, -0.367, -1.491], [1.509, 0.605, -0.330], [1.575, -1.241, 1.159], [-2.140, -3.509, -0.965], [-4.243, 2.682, 0.168], [-0.491, -2.011, 1.571], [-0.919, 2.803, 0.499], [2.817, -2.057, 0.394], [-4.188, 1.614, -1.247], [-2.996, 3.121, -1.100]],
  "forces_ev_per_angstrom": [[0.6691, 0.5251, -0.7240], [-0.8061, -0.6417, 0.2953], [-0.1505, 0.2112, -0.4670], [0.1329, -0.5721, -1.1846], [-1.1014, 0.6135, 0.8998], [0.8345, -0.2683, 0.2995], [2.9533, -1.9922, -0.1616], [-1.6471, -0.3419, -0.1127], [-0.7781, 3.9638, 0.0494], [-1.2672, -1.1734, 0.9604], [0.0769, 1.2505, 3.4013], [-0.5299, -0.9051, 0.5675], [-1.9701, 1.7443, 0.6269], [1.3440, 0.3068, -0.3971], [-0.1640, 2.6728, 2.4184], [-0.1152, -0.1626, -2.7973], [1.3181, -1.2304, -0.7936], [-0.0553, 0.1482, 0.1666], [0.3962, 0.2618, -0.1156], [0.8849, -0.7531, -0.7580], [-0.3111, -0.5012, -1.6778], [0.5875, 0.3570, -0.1730], [1.5473, -1.5019, -0.1340], [-0.2198, 0.0384, -0.7277], [-1.6288, -2.0496, 0.5390]],
  "nbo_charge": [0.356, 0.184, -0.318, -0.345, -0.331, -0.327, -0.051, -0.275, -0.626, -0.116, -0.495, 0.979, -0.521, 0.053, -0.427, 0.223, 0.284, 0.240, 0.135, 0.217, 0.269, 0.209, 0.238, 0.232, 0.215],
  "gap_ev": 8.8,
  "de_lowest_kj_mol": 117.7,
  "e_tot_ev": -41711.6151,
  "homo_energy_ha": -0.3238
}

(3)
{
  "formula": "C8H17BO7",
  "method": "the ωB97M-V functional and the def2-TZVPD basis",
  "elements": ["O", "O", "O", "O", "O", "O", "O", "C", "C", "C", "C", "C", "C", "C", "C", "B", "H", "H", "H", "H", "H", "H", "H", "H", "H", "H", "H", "H", "H", "H", "H", "H", "H"],
  "xyz": [[-2.340, 2.072, 2.422], [-1.562, 3.188, 0.617], [-0.210, 5.885, 1.767], [-1.619, 4.119, 2.648], [-2.591, 6.060, 1.688], [0.369, -0.971, 0.160], [2.418, -4.132, -1.626], [1.233, -0.192, -0.177], [0.862, -5.928, -1.662], [2.610, -0.659, -0.576], [1.264, -4.474, -1.738], [-1.829, 3.117, 1.796], [0.156, -3.476, -1.957], [0.974, 1.294, -0.212], [-2.418, 0.861, 1.655], [-1.466, 5.366, 1.981], [-0.359, -3.691, -2.895], [-3.118, 0.215, 2.183], [-0.047, 1.504, 0.089], [1.136, 1.677, -1.222], [0.354, 5.249, 1.307], [2.676, -1.743, -0.521], [3.356, -0.209, 0.082], [2.828, -0.340, -1.597], [-2.786, 1.059, 0.648], [0.158, -6.078, -0.842], [-1.440, 0.375, 1.608], [1.666, 1.805, 0.462], [-2.384, 6.825, 1.136], [0.565, -2.472, -1.988], [0.369, -6.228, -2.589], [1.742, -6.545, -1.503], [-0.568, -3.535, -1.143]],
  "forces_ev_per_angstrom": [[0.1414, 0.0266, 0.0928], [-0.0310, -0.0011, 0.0202], [-0.3542, -0.1893, -0.5501], [-0.3305, -0.0092, -0.2928], [0.1614, -0.0182, -0.0203], [-0.0319, 0.0163, 0.0486], [0.0015, 0.0081, 0.0002], [0.0419, 0.0240, 0.0175], [0.1331, -0.0057, 0.0184], [-0.0739, -0.1438, 0.0290], [-0.0094, 0.0086, 0.0199], [0.0075, -0.0073, 0.0841], [0.0980, 0.0437, -0.0736], [-0.0628, -0.1406, 0.0353], [-0.1083, -0.3039, -0.0925], [0.3528, 0.2206, 0.1934], [-0.0579, -0.0569, 0.0441], [0.0793, 0.1237, 0.0019], [0.0345, 0.0396, -0.0657], [0.0750, 0.0396, 0.0255], [0.1183, 0.0550, 0.3961], [-0.0080, 0.0087, -0.0164], [0.0191, 0.0519, -0.0463], [0.0439, 0.0603, 0.0199], [0.0709, 0.0370, 0.0824], [-0.0552, 0.0023, -0.0405], [-0.1133, 0.1088, -0.0442], [0.0542, 0.0300, -0.0702], [-0.0815, -0.0240, 0.1763], [-0.0088, 0.0028, 0.0103], [-0.0641, 0.0054, 0.0264], [-0.0009, 0.0041, -0.0006], [-0.0411, -0.0174, -0.0292]],
  "nbo_charge": [-0.485, -0.669, -0.921, -0.692, -0.880, -0.567, -0.553, 0.606, -0.720, -0.732, 0.602, 0.997, -0.718, -0.730, -0.268, 1.302, 0.224, 0.199, 0.249, 0.231, 0.506, 0.256, 0.229, 0.230, 0.203, 0.230, 0.207, 0.225, 0.503, 0.236, 0.228, 0.234, 0.238],
  "gap_ev": 10.0,
  "smiles": "COC(=O)OB(O)O.CC(C)=O.CC(C)=O",
  "e_tot_ev": -23584.6723,
  "homo_energy_ha": -0.3523
}

Number 1: E_LUMO -0.482 eV. Number 2: E_LUMO 0.008 eV. Number 3: E_LUMO 0.406 eV.